Formula: C53H38Cl3F9GeN8PRbS4
Source: OMol25
Level of theory: wB97M-V/def2-TZVPD

CARTESIAN COORDINATES (ANGSTROEM)
1 Rb 1.246 -1.528 1.192
2 C -2.975 2.378 6.132
3 S -1.615 1.619 5.286
4 C -2.291 0.205 4.459
5 S -1.266 -0.795 3.549
6 N -3.561 -0.045 4.620
7 N -4.015 -1.151 4.031
8 C -4.906 -1.007 2.994
9 C -4.800 -1.912 1.919
10 C -5.639 -1.931 0.838
11 C -5.411 -2.862 -0.192
12 C -4.346 -3.770 -0.066
13 C -3.546 -3.707 1.029
14 N -3.623 -2.611 1.920
15 H -2.521 2.622 7.081
16 H -3.820 1.702 6.280
17 H -3.282 3.309 5.731
18 H -5.710 -0.253 3.128
19 H -6.524 -1.261 0.854
20 H -5.910 -2.935 -1.131
21 H -4.261 -4.598 -0.737
22 H -2.805 -4.365 1.291
23 C 1.272 -3.130 5.441
24 C 1.856 -1.766 5.179
25 N 2.559 -1.367 4.181
26 C 2.963 -0.036 4.350
27 C 2.482 0.531 5.528
28 S 1.574 -0.548 6.418
29 C 3.633 0.770 3.313
30 C 4.767 1.564 3.506
31 S 5.240 2.281 2.070
32 C 3.874 1.550 1.263
33 N 3.161 0.756 1.998
34 C 3.628 1.852 -0.170
35 H 0.304 -3.059 5.966
36 H 1.910 -3.711 6.030
37 H 0.963 -3.616 4.528
38 H 2.621 1.548 5.789
39 H 5.411 1.608 4.354
40 H 4.197 1.104 -0.754
41 H 3.951 2.883 -0.406
42 H 2.628 1.609 -0.314
43 N 5.336 -4.342 -9.337
44 C 4.859 -3.993 -8.361
45 C 4.211 -3.643 -7.123
46 C 3.869 -2.328 -6.896
47 C 3.286 -1.910 -5.709
48 C 3.104 -2.811 -4.653
49 C 3.418 -4.179 -4.950
50 C 3.942 -4.604 -6.164
51 C 2.618 -2.364 -3.281
52 C 3.639 -1.823 -2.448
53 C 5.058 -1.937 -2.672
54 C 5.667 -1.507 -1.548
55 C 4.615 -1.171 -0.677
56 N 3.421 -1.338 -1.182
57 C 1.266 -2.546 -2.990
58 C 0.335 -3.147 -3.932
59 C -0.861 -3.276 -3.277
60 C -0.636 -2.756 -2.017
61 N 0.588 -2.294 -1.750
62 H 4.170 -1.488 -7.632
63 H 3.017 -0.867 -5.636
64 H 3.241 -4.987 -4.218
65 H 4.195 -5.579 -6.395
66 H 5.416 -2.550 -3.506
67 H 6.652 -1.608 -1.162
68 H 4.763 -0.789 0.327
69 H 0.773 -3.469 -4.852
70 H -1.786 -3.646 -3.688
71 H -1.336 -2.667 -1.161
72 Cl -1.019 -3.983 2.617
73 Ge -2.739 -2.689 3.695
74 Cl -4.226 -4.493 4.005
75 Cl -2.097 -2.982 5.748
76 F 1.987 0.714 -6.145
77 C 1.556 1.885 -5.672
78 F 0.628 2.308 -6.552
79 F 2.586 2.729 -5.729
80 C 0.962 1.838 -4.319
81 C -0.211 2.538 -4.064
82 C -0.821 2.368 -2.846
83 C -0.331 1.513 -1.880
84 C 0.872 0.840 -2.156
85 C 1.542 0.998 -3.326
86 P -0.975 1.025 -0.225
87 C -2.745 1.304 -0.284
88 C -3.367 1.457 0.933
89 C -4.628 1.974 1.149
90 C -5.297 2.413 0.052
91 C -4.811 2.174 -1.198
92 C -3.528 1.589 -1.395
93 C -6.629 3.045 0.256
94 F -7.164 3.304 -0.974
95 F -7.538 2.194 0.814
96 F -6.477 4.071 1.070
97 C -0.373 2.422 0.725
98 C 0.344 2.170 1.867
99 C 0.744 3.246 2.577
100 C 0.467 4.580 2.281
101 C -0.285 4.816 1.132
102 C -0.710 3.713 0.398
103 C 1.068 5.746 3.012
104 F 1.808 5.349 4.021
105 F 1.763 6.539 2.147
106 F 0.119 6.587 3.512
107 H -0.657 3.274 -4.756
108 H -1.765 2.899 -2.587
109 H 1.322 0.235 -1.355
110 H 2.490 0.448 -3.526
111 H -2.710 1.424 1.826
112 H -4.927 2.029 2.183
113 H -5.338 2.599 -2.027
114 H -3.179 1.521 -2.423
115 H 0.510 1.201 2.233
116 H 1.409 3.093 3.424
117 H -0.630 5.734 0.718
118 H -1.249 3.933 -0.543

Results
Highest occupied orbital energy (alpha / beta)   -4.59 / -5.05 eV
Energy relative to the best compared isomer or geometry (same formula, charge and spin)   1.921 eV
Net charge   -1
Strongest force on any atom   3.750 eV/Å
Multiplicity   2
LUMO level (alpha / beta)   1.7085 / 1.3218 eV
Gap between HOMO and LUMO (alpha / beta)   6.298 / 6.371 eV

Formula: C53H40GeN3O2PPd
Source: OMol25
Level of theory: wB97M-V/def2-TZVPD

CARTESIAN COORDINATES (ANGSTROEM)
1 Pd 0.409 -0.252 1.019
2 C 0.284 -5.066 1.967
3 C 1.387 -4.992 2.797
4 C 1.647 -3.799 3.454
5 C 0.795 -2.725 3.242
6 N -0.273 -2.790 2.442
7 C -0.515 -3.938 1.825
8 C 1.025 -1.407 3.907
9 C 1.573 -1.309 5.179
10 C 1.721 -0.055 5.743
11 C 1.292 1.059 5.043
12 C 0.742 0.884 3.780
13 N 0.648 -0.326 3.224
14 C 0.206 2.008 2.962
15 C 0.012 3.284 3.465
16 C -0.541 4.252 2.640
17 C -0.878 3.919 1.342
18 C -0.649 2.624 0.901
19 N -0.124 1.697 1.701
20 H 0.045 -5.975 1.432
21 H 2.041 -5.844 2.926
22 H 2.508 -3.695 4.100
23 H -1.390 -3.955 1.184
24 H 1.856 -2.202 5.718
25 H 2.154 0.055 6.729
26 H 1.391 2.046 5.472
27 H 0.273 3.518 4.486
28 H -0.703 5.254 3.015
29 H -1.304 4.638 0.658
30 H -0.887 2.310 -0.108
31 O -1.345 2.804 -2.645
32 C -1.056 1.615 -2.650
33 O -1.076 0.814 -1.647
34 C -0.634 0.901 -3.909
35 C -0.617 1.528 -5.143
36 C -0.284 0.797 -6.275
37 C 0.003 -0.558 -6.162
38 C 0.003 -1.178 -4.920
39 C -0.285 -0.441 -3.775
40 P -0.236 -1.088 -2.065
41 C 0.609 -2.730 -2.331
42 C 1.824 -2.821 -3.013
43 C 2.544 -4.006 -3.049
44 C 2.058 -5.138 -2.413
45 C 0.847 -5.070 -1.739
46 C 0.137 -3.879 -1.694
47 C -1.897 -1.676 -1.625
48 C -2.671 -2.273 -2.614
49 C -3.929 -2.772 -2.310
50 C -4.416 -2.683 -1.014
51 C -3.646 -2.085 -0.026
52 C -2.391 -1.576 -0.331
53 H -0.883 2.576 -5.191
54 H -0.269 1.274 -7.247
55 H 0.237 -1.138 -7.046
56 H 0.235 -2.231 -4.855
57 H 2.222 -1.959 -3.529
58 H 3.488 -4.036 -3.581
59 H 2.615 -6.066 -2.445
60 H 0.452 -5.950 -1.246
61 H -0.799 -3.847 -1.153
62 H -2.291 -2.357 -3.626
63 H -4.527 -3.231 -3.087
64 H -5.397 -3.074 -0.775
65 H -4.024 -2.008 0.986
66 H -1.788 -1.107 0.440
67 C 0.851 -0.584 -0.804
68 Ge 2.606 0.236 -0.984
69 C 2.437 2.142 -0.540
70 C 2.877 2.621 0.695
71 C 2.757 3.964 1.026
72 C 2.182 4.854 0.128
73 C 1.719 4.391 -1.094
74 C 1.846 3.047 -1.420
75 C 3.859 -0.543 0.312
76 C 3.566 -1.687 1.051
77 C 4.477 -2.194 1.969
78 C 5.695 -1.560 2.167
79 C 6.007 -0.424 1.433
80 C 5.098 0.073 0.509
81 C 3.507 0.046 -2.725
82 C 4.631 -0.771 -2.847
83 C 5.221 -0.999 -4.083
84 C 4.699 -0.406 -5.223
85 C 3.592 0.427 -5.119
86 C 3.006 0.649 -3.881
87 H 3.321 1.938 1.411
88 H 3.112 4.315 1.988
89 H 2.087 5.901 0.386
90 H 1.241 5.065 -1.794
91 H 1.454 2.717 -2.373
92 H 2.611 -2.182 0.900
93 H 4.240 -3.093 2.525
94 H 6.404 -1.954 2.886
95 H 6.959 0.072 1.579
96 H 5.353 0.960 -0.062
97 H 5.043 -1.253 -1.968
98 H 6.091 -1.642 -4.154
99 H 5.154 -0.586 -6.189
100 H 3.178 0.897 -6.002
101 H 2.133 1.287 -3.832

Results
Highest occupied orbital energy (alpha / beta)   -6.93 / -6.93 eV
Net charge   0
Strongest force on any atom   0.197 eV/Å
LUMO level (alpha / beta)   -0.2436 / -0.2536 eV
Gap between HOMO and LUMO (alpha / beta)   6.684 / 6.678 eV

Formula: C53H41CdN9O2S2Si
Source: OMol25
Level of theory: wB97M-V/def2-TZVPD

CARTESIAN COORDINATES (ANGSTROEM)
1 Cd 0.154 0.286 -0.392
2 C -2.603 -5.515 -1.441
3 C -2.645 -4.009 -1.405
4 C -3.523 -3.327 -0.568
5 C -3.484 -1.953 -0.465
6 C -2.562 -1.161 -1.183
7 N -2.366 0.172 -0.915
8 C -3.423 0.963 -0.635
9 C -4.709 0.712 -1.193
10 C -5.832 1.431 -0.857
11 C -5.768 2.468 0.074
12 C -6.999 3.201 0.544
13 C -4.509 2.813 0.534
14 C -3.349 2.140 0.156
15 N -2.121 2.732 0.556
16 C -1.925 4.071 0.611
17 C -0.659 4.282 1.097
18 C -0.145 2.997 1.305
19 N -1.031 2.067 0.983
20 C -1.785 -1.862 -2.139
21 C -1.797 -3.250 -2.193
22 N -1.049 -1.158 -3.126
23 C -0.849 -1.567 -4.403
24 C -0.199 -0.546 -5.056
25 C -0.049 0.455 -4.082
26 N -0.573 0.074 -2.929
27 H -3.441 -5.935 -0.883
28 H -1.677 -5.882 -0.988
29 H -2.646 -5.896 -2.464
30 H -4.232 -3.881 0.039
31 H -4.155 -1.455 0.219
32 H -4.784 -0.087 -1.919
33 H -6.784 1.175 -1.312
34 H -7.835 2.512 0.680
35 H -7.312 3.965 -0.174
36 H -6.808 3.697 1.496
37 H -4.412 3.630 1.241
38 H -2.672 4.762 0.262
39 H -0.164 5.223 1.257
40 H 0.830 2.712 1.655
41 H -1.108 -3.753 -2.864
42 H -1.198 -2.520 -4.759
43 H 0.120 -0.530 -6.084
44 H 0.414 1.425 -4.165
45 O -4.883 -4.792 3.377
46 C -4.688 -3.442 3.405
47 O -5.620 -2.733 3.688
48 C -3.328 -2.981 3.063
49 C -3.146 -1.678 2.761
50 C -1.797 -1.134 2.462
51 C -0.909 -2.179 1.813
52 C -1.069 -3.502 2.310
53 C -2.201 -3.894 2.954
54 N -0.050 -1.847 0.854
55 C 0.939 -2.655 0.478
56 C 1.818 -2.374 -0.592
57 C 2.971 -3.175 -0.796
58 C 3.821 -2.906 -1.836
59 C 3.537 -1.834 -2.688
60 C 2.401 -1.094 -2.429
61 N 1.554 -1.347 -1.436
62 H -4.071 -5.211 3.069
63 H -3.991 -1.001 2.805
64 H -1.839 -0.239 1.839
65 H -0.305 -4.243 2.108
66 H -2.258 -4.910 3.333
67 H 1.161 -3.558 1.043
68 H 3.166 -3.992 -0.111
69 H 4.707 -3.508 -2.000
70 H 4.180 -1.581 -3.520
71 H 2.148 -0.252 -3.063
72 S 1.384 2.314 -1.453
73 C 3.008 1.764 -1.203
74 C 3.970 2.085 -2.165
75 C 5.303 1.706 -2.055
76 C 6.238 2.074 -3.060
77 N 6.979 2.384 -3.887
78 C 5.706 0.952 -0.933
79 C 4.762 0.626 0.033
80 C 3.420 1.012 -0.058
81 S 2.351 0.559 1.221
82 C 7.056 0.527 -0.796
83 N 8.148 0.176 -0.678
84 H 3.655 2.655 -3.030
85 H 5.067 0.050 0.896
86 C 0.427 3.548 5.492
87 C -0.932 3.261 5.498
88 C -1.373 2.009 5.104
89 C -0.476 1.021 4.691
90 C 0.885 1.329 4.687
91 C 1.333 2.581 5.083
92 Si -1.127 -0.685 4.248
93 C 0.099 -2.032 4.725
94 C 1.304 -2.204 4.039
95 C 2.132 -3.282 4.318
96 C 1.766 -4.213 5.280
97 C 0.577 -4.051 5.979
98 C -0.243 -2.967 5.702
99 H 0.774 4.529 5.795
100 H -1.646 4.015 5.807
101 H -2.436 1.788 5.106
102 H 1.602 0.593 4.344
103 H 2.392 2.808 5.049
104 H -2.280 -0.861 5.174
105 H 1.600 -1.503 3.264
106 H 3.059 -3.401 3.770
107 H 2.399 -5.070 5.481
108 H 0.281 -4.775 6.729
109 H -1.174 -2.845 6.245

Results
Highest occupied orbital energy (alpha / beta)   -1.27 / -1.25 eV
Energy relative to the best compared isomer or geometry (same formula, charge and spin)   0.961 eV
Net charge   -2
Strongest force on any atom   0.629 eV/Å
LUMO level (alpha / beta)   3.9907 / 3.9920 eV
Gap between HOMO and LUMO (alpha / beta)   5.260 / 5.243 eV

Among the records above, which one has the lowest strongest force on any atom?
C53H40GeN3O2PPd